1.
Computed, not measured: 9 unconnected molecules or ions with the total composition C47H94N11O16P2 at a distorted geometry, with wB97M-V/def2-TZVPD.

```
170
Properties=species:S:1:pos:R:3:mulliken_charge:R:1
C 7.28323 -4.14405 1.66259 -0.913
C 6.55714 -3.28637 0.91324 -0.213
C 5.01274 -3.09101 1.16000 -0.571
N 4.41544 -2.61269 -0.12357 1.318
C 3.76792 -3.65041 -0.97331 0.899
C 4.33021 -5.10318 -0.86312 -1.506
C 3.58714 -6.03848 0.13136 0.132
C 4.38077 -7.14492 0.69640 -0.869
C 3.80809 -8.11448 1.59904 -0.830
C 2.40954 -8.00379 2.00463 -0.530
C 1.61289 -6.92741 1.46354 0.271
C 0.11980 -6.74280 1.86611 -1.388
C 2.19996 -5.96505 0.53212 0.413
C 3.65661 -3.12870 -2.48202 -1.069
C 5.00039 -3.40837 -3.29473 -1.117
O 6.06343 -2.49909 -2.91484 -0.244
C 7.27329 -3.10410 -3.31425 0.641
C 8.48300 -3.24534 -2.32532 -0.953
O 7.43732 -3.50481 -4.42806 -0.486
P 2.34211 -4.14583 -3.39191 0.748
O 3.07932 -5.19798 -4.16884 -0.795
O 1.46154 -3.29253 -4.48404 -0.473
O 1.36395 -5.01212 -2.35070 -0.470
N 3.47189 -1.68140 -2.46207 1.462
C 3.43727 -0.97155 -3.73818 -0.901
C 4.59139 0.04483 -4.00688 -0.445
N 5.53189 0.38181 -3.21791 -0.867
C 2.73957 -1.09501 -1.35780 -1.383
P 0.87713 -1.31851 -1.35834 1.016
O 0.28744 -1.21557 -2.72846 -0.799
O 0.33139 -2.75605 -0.72805 -0.400
O 0.24873 0.02113 -0.53966 -0.455
C 3.45461 -1.44119 0.03698 1.109
C 2.46026 -1.69522 1.21703 -2.060
C 4.30760 -0.14796 0.44547 -0.157
C 3.47503 0.92969 1.23765 -1.261
H 8.39315 -4.15383 1.65378 0.307
H 6.73018 -4.84712 2.32586 0.265
H 7.10522 -2.69705 0.14080 0.056
H 4.98989 -2.31872 1.97534 0.667
H 4.53215 -3.99603 1.59886 0.528
H 5.20274 -2.20964 -0.66729 0.373
H 2.69696 -3.70709 -0.62517 -0.701
H 5.42401 -5.18291 -0.64413 0.422
H 4.20605 -5.57577 -1.88257 1.079
H 5.44644 -7.25696 0.38602 0.382
H 4.46273 -8.93567 1.97159 0.350
H 2.01083 -8.74855 2.72323 0.406
H 0.03140 -7.02686 2.95102 0.386
H -0.23552 -5.68730 1.72453 0.254
H -0.53240 -7.44331 1.28144 0.311
H 1.54912 -5.15396 0.14181 0.292
H 4.79728 -3.24282 -4.38806 0.430
H 5.35367 -4.45989 -3.21544 0.915
H 9.45384 -3.10175 -2.86325 0.357
H 8.43383 -4.26697 -1.86418 0.225
H 8.35568 -2.46473 -1.53335 0.297
H 0.53249 -3.33292 -4.16006 0.371
H 1.59608 -5.95663 -2.42692 0.356
H 2.48711 -0.36667 -3.78294 0.651
H 3.38090 -1.62922 -4.65043 0.597
H 4.58697 0.53390 -5.01667 0.484
H 5.40898 -0.17844 -2.36263 0.194
H 2.87500 0.02179 -1.46009 0.956
H -0.61431 -2.63026 -0.51574 0.363
H -0.31738 -0.37721 0.15257 0.161
H 1.61321 -0.98641 1.29233 0.571
H 2.95654 -1.67757 2.22361 0.521
H 2.00035 -2.72466 1.15070 -0.168
H 4.69287 0.37677 -0.47658 0.160
H 5.21113 -0.39270 1.05580 0.373
H 3.42544 0.69376 2.32660 0.306
H 4.00201 1.91854 1.14680 0.479
H 2.43054 1.03969 0.83604 0.203
C 1.43738 1.39951 -6.35746 -1.219
C 2.01362 2.27001 -5.27126 0.782
O 2.51158 1.79361 -4.25116 -0.531
N 1.97265 3.60815 -5.44554 -0.215
C 1.43393 4.35379 -6.57065 -0.739
H 1.54395 0.35361 -6.07350 0.152
H 0.37605 1.61459 -6.48962 0.432
H 1.97383 1.56005 -7.29416 0.373
H 2.37666 4.12474 -4.67848 0.252
H 2.23488 4.95873 -6.99967 0.291
H 0.64962 5.01571 -6.20529 0.149
H 1.02682 3.69880 -7.33611 0.335
C -3.28444 6.13799 -5.25570 -1.141
C -1.90784 6.12465 -4.64758 0.704
O -0.95463 6.68507 -5.17963 -0.717
N -1.73649 5.46652 -3.47426 -0.058
C -2.72497 4.74725 -2.69107 -0.807
H -3.25911 6.70004 -6.18637 0.178
H -3.60934 5.12096 -5.47696 0.411
H -3.99067 6.62177 -4.57790 0.347
H -0.78850 5.50254 -3.13109 0.223
H -2.77435 5.20441 -1.69972 0.268
H -2.40010 3.71372 -2.58815 0.256
H -3.70881 4.77099 -3.14916 0.311
C -2.81611 1.00669 -0.04316 -1.208
C -3.97386 1.79653 -0.59961 0.449
O -3.98656 2.21453 -1.74830 -0.690
N -5.02457 2.03963 0.22377 -0.069
C -5.19520 1.63195 1.60618 -0.519
H -2.05544 0.89089 -0.81285 0.399
H -2.37472 1.53538 0.80487 0.455
H -3.15285 0.01327 0.26311 0.406
H -5.76051 2.57350 -0.21365 0.224
H -6.09808 1.02013 1.67631 0.257
H -5.32377 2.52750 2.21605 0.006
H -4.34532 1.06563 1.97430 0.304
C -0.25068 -0.30509 5.27145 -1.482
C 0.40978 -1.33538 4.39522 0.735
O 0.81997 -1.06525 3.26459 -0.522
N 0.54706 -2.58837 4.88329 -0.009
C 0.13277 -3.09957 6.18074 -0.901
H -0.28673 0.64527 4.74216 0.255
H -1.27189 -0.60848 5.50649 0.405
H 0.32207 -0.16828 6.19000 0.391
H 0.99781 -3.22203 4.23995 0.128
H 1.01244 -3.48141 6.69588 0.327
H -0.56881 -3.92070 6.01852 0.254
H -0.33774 -2.33838 6.79057 0.326
C -0.90527 -2.02833 10.94933 -1.322
C -0.24958 -3.07066 10.08214 0.763
O 0.15875 -2.81552 8.95410 -0.609
N -0.11662 -4.32398 10.58409 -0.166
C -0.52995 -4.82208 11.88216 -0.845
H -0.93732 -1.08368 10.41041 0.280
H -1.92792 -2.32493 11.18833 0.374
H -0.33100 -1.88410 11.86587 0.380
H 0.33110 -4.96487 9.94635 0.225
H 0.34952 -5.20402 12.40348 0.289
H -1.23471 -5.64165 11.73118 0.283
H -0.99896 -4.05003 12.48496 0.332
C -5.83447 4.19990 -9.80078 -1.320
C -5.24709 5.05923 -8.71123 0.805
O -4.70046 4.57803 -7.72891 -0.592
N -5.33921 6.40919 -8.84548 -0.093
C -5.94244 7.16708 -9.92414 -0.871
H -5.68244 3.15223 -9.54992 0.294
H -6.90692 4.38237 -9.88892 0.350
H -5.33841 4.40356 -10.75133 0.352
H -4.92436 6.91641 -8.07851 0.163
H -5.17970 7.81216 -10.36442 0.287
H -6.73599 7.79128 -9.50888 0.287
H -6.35680 6.52230 -10.69371 0.345
C -1.80494 4.92248 3.12493 -1.370
C -3.19837 4.58112 3.59191 1.004
O -3.51232 3.44005 3.91610 -0.694
N -4.11196 5.57914 3.64616 0.058
C -3.93296 6.97585 3.30746 -1.017
H -1.19323 4.02203 3.13628 0.221
H -1.83260 5.30894 2.10433 0.313
H -1.35169 5.65654 3.79321 0.419
H -5.02789 5.27676 3.96906 0.183
H -4.15993 7.57823 4.18915 0.314
H -4.63674 7.23368 2.51327 0.280
H -2.92074 7.19064 2.97523 0.389
C -8.05029 4.48539 2.67167 -1.359
C -7.70447 4.26211 4.12121 0.902
O -6.74544 4.80884 4.65332 -0.767
N -8.49090 3.42698 4.84190 -0.180
C -9.66024 2.69035 4.40354 -0.849
H -7.33066 5.17518 2.23423 0.198
H -8.00357 3.54280 2.12303 0.365
H -9.04583 4.92321 2.58402 0.465
H -8.19548 3.32901 5.80208 0.241
H -10.51147 2.99446 5.01515 0.297
H -9.47722 1.62535 4.55746 0.284
H -9.88679 2.86948 3.35647 0.326
```

Multiplicity: 1
Net charge: +1
LUMO energy: -1.85 eV
Highest occupied orbital energy: -0.3725 Eh


2.
Computed, not measured: 6 unconnected molecules or ions with the total composition C47H99N5O7 at a distorted geometry, with wB97M-V/def2-TZVPD.

```
158
Properties=species:S:1:pos:R:3:mulliken_charge:R:1
O -22.12036 21.51457 -4.55003 -0.950
C -21.85790 20.14516 -4.15886 -0.259
C -21.99210 19.01214 -5.22095 -0.309
O -23.16089 18.83065 -6.07014 -0.910
H -22.36585 19.86917 -3.23478 0.193
H -20.81564 20.07325 -3.84800 0.058
H -21.82291 18.11409 -4.62682 0.203
H -21.02455 19.00262 -5.72280 0.087
C -20.82030 21.57828 -11.03932 -1.910
C -21.05868 20.70141 -12.27160 1.480
C -20.35798 19.28820 -11.97138 -1.244
C -20.95085 18.08745 -12.64024 -0.583
C -22.43201 18.05182 -12.42620 -1.534
C -23.15213 19.27141 -13.00017 1.647
N -22.54122 20.52546 -12.32658 0.117
O -23.32589 21.67453 -12.50731 -0.430
C -23.14171 19.22398 -14.55920 -1.665
C -24.58830 19.04663 -12.50934 -1.921
C -20.41546 21.32854 -13.55058 -1.613
H -21.14418 21.09648 -10.11678 0.508
H -21.35109 22.52838 -11.09980 0.369
H -19.78923 21.79742 -10.76186 0.429
H -19.28997 19.30402 -12.18869 0.365
H -20.42257 19.02066 -10.91671 0.470
H -20.50316 17.22273 -12.15040 0.386
H -20.65393 18.03761 -13.68783 0.304
H -22.60342 17.86206 -11.36663 0.528
H -22.88664 17.15899 -12.85547 0.476
H -23.68247 18.32826 -14.86473 0.391
H -23.66296 20.11363 -14.91263 0.388
H -22.13372 19.20508 -14.97357 0.327
H -25.20196 19.91113 -12.76267 0.391
H -25.06503 18.13913 -12.87983 0.382
H -24.62650 18.89119 -11.43116 0.488
H -21.05714 22.06141 -14.03970 0.306
H -20.03360 20.70591 -14.35966 0.323
H -19.53799 21.90613 -13.25981 0.468
H -22.93333 22.07805 -13.28491 0.345
C -15.91703 25.99909 -0.09822 -1.575
C -17.16841 25.28108 -0.74959 1.259
C -16.96754 23.73526 -0.72667 -1.300
C -17.17489 23.12082 0.66938 -0.628
C -18.57369 23.47138 1.17758 -1.413
C -18.88467 24.98079 1.19869 1.812
N -18.47061 25.65767 -0.11064 0.057
O -18.63354 27.05140 -0.01933 -0.429
C -20.46195 25.00721 1.45617 -1.718
C -18.15303 25.56118 2.34393 -1.778
C -17.11159 25.73814 -2.25657 -1.875
H -16.13642 27.04588 0.11201 0.347
H -15.02669 25.82023 -0.70106 0.497
H -15.60535 25.59599 0.86534 0.346
H -17.70499 23.34164 -1.42620 0.454
H -16.00530 23.59611 -1.21944 0.451
H -16.42179 23.44323 1.38840 0.284
H -17.07133 22.04339 0.54081 0.414
H -18.73871 22.98560 2.13929 0.445
H -19.26397 22.91992 0.53921 0.475
H -20.82939 26.02840 1.55743 0.375
H -21.21187 24.42655 0.91900 0.395
H -20.63925 24.66434 2.47554 0.397
H -18.39271 25.06283 3.28324 0.413
H -17.07075 25.44400 2.28879 0.301
H -18.34856 26.61738 2.52915 0.403
H -16.11387 25.79511 -2.69178 0.375
H -17.34940 26.80187 -2.25903 0.431
H -17.80762 25.23365 -2.92675 0.426
H -17.79301 27.33068 0.35096 0.346
C -15.65638 17.75484 -5.25471 -1.920
C -15.15796 16.38263 -4.79791 1.583
C -16.26577 15.37696 -4.23850 -1.067
C -17.08724 14.59450 -5.28613 -0.750
C -16.18657 13.88151 -6.34312 -1.283
C -15.28139 14.97426 -7.02226 1.650
N -14.52083 15.72617 -5.98095 0.063
O -13.52356 16.45612 -6.51457 -0.417
C -14.23504 14.01608 -7.74387 -1.904
C -16.05071 15.69028 -8.07601 -1.769
C -14.11845 16.71175 -3.70661 -1.933
H -14.83002 18.39101 -5.57174 0.560
H -16.17515 18.33151 -4.48892 0.459
H -16.26681 17.66659 -6.15343 0.315
H -15.74801 14.65542 -3.60651 0.345
H -16.98213 15.86728 -3.57934 0.428
H -17.85712 15.21385 -5.74632 0.384
H -17.63804 13.80219 -4.77919 0.414
H -16.72216 13.21840 -7.02248 0.487
H -15.61457 13.07076 -5.89191 0.430
H -13.81762 13.22080 -7.12629 0.432
H -14.62291 13.50641 -8.62584 0.388
H -13.33700 14.43438 -8.19847 0.384
H -16.40512 15.07276 -8.90133 0.400
H -16.91826 16.09387 -7.55394 0.373
H -15.48543 16.51322 -8.51343 0.353
H -13.66189 15.78283 -3.36491 0.449
H -14.39815 17.18719 -2.76648 0.389
H -13.25382 17.26400 -4.07477 0.331
H -13.99800 17.28776 -6.58446 0.371
C -27.27376 11.86117 -5.25128 -1.617
C -25.77360 12.29207 -5.19240 1.338
C -24.97569 11.34241 -4.31019 -1.173
C -24.63328 9.98530 -5.08843 -0.767
C -23.90433 10.28424 -6.40275 -1.112
C -24.72798 11.29322 -7.36065 1.312
N -25.14177 12.44168 -6.55168 0.415
O -25.71191 13.51913 -7.26732 -0.502
C -23.74992 11.95953 -8.39420 -1.917
C -25.84861 10.53606 -8.14978 -1.686
C -25.62167 13.64948 -4.47456 -2.003
H -27.69132 11.54798 -4.29437 0.373
H -27.85065 12.65290 -5.72926 0.356
H -27.44122 10.97504 -5.86351 0.326
H -24.03338 11.71258 -3.90632 0.396
H -25.61348 11.10567 -3.45856 0.469
H -24.04802 9.38364 -4.39304 0.420
H -25.51061 9.36772 -5.28073 0.322
H -23.80600 9.38421 -7.00971 0.429
H -22.86302 10.52655 -6.19052 0.411
H -22.83232 12.31136 -7.92268 0.416
H -24.13927 12.75776 -9.02613 0.406
H -23.43275 11.17129 -9.07698 0.453
H -26.50396 11.28363 -8.59671 0.336
H -26.34049 9.85973 -7.45068 0.390
H -25.31185 9.99666 -8.93019 0.468
H -24.59001 13.97040 -4.33041 0.479
H -26.19625 14.46846 -4.90726 0.430
H -25.91949 13.64915 -3.42603 0.418
H -25.03264 14.18328 -7.12909 0.391
C -32.83732 19.97073 -7.68682 -1.659
C -31.93918 21.03332 -6.98416 1.781
C -32.90175 21.70540 -5.95426 -1.497
C -33.20410 20.84429 -4.71020 -0.696
C -31.92308 20.43924 -3.98964 -1.199
C -30.81363 19.80925 -4.94300 1.645
N -30.72287 20.43395 -6.32835 -0.008
O -29.86513 19.78338 -7.27162 -0.370
C -29.52214 20.06574 -4.26052 -1.982
C -31.02047 18.22628 -5.02583 -1.887
C -31.46693 22.22401 -7.84299 -1.916
H -32.63639 18.91107 -7.52921 0.311
H -32.93549 20.11078 -8.76332 0.411
H -33.88578 20.00965 -7.39133 0.350
H -32.60762 22.70477 -5.63357 0.448
H -33.89601 21.89034 -6.36089 0.461
H -33.80119 19.98118 -5.00450 0.295
H -33.79746 21.42455 -4.00357 0.416
H -32.10783 19.74253 -3.17198 0.444
H -31.54468 21.30230 -3.44188 0.482
H -29.45588 21.13260 -4.04716 0.402
H -29.53044 19.62129 -3.26529 0.432
H -28.62713 19.61147 -4.68561 0.452
H -30.40132 17.74880 -5.78528 0.481
H -30.61710 17.85648 -4.08315 0.455
H -32.03985 17.88739 -5.21059 0.331
H -32.31588 22.76950 -8.25509 0.397
H -30.84206 21.91854 -8.68223 0.402
H -30.77252 22.88533 -7.32476 0.440
H -30.51341 19.12317 -7.52747 0.374
```

Multiplicity: 1
Net charge: -2
Energy above the lowest of the compared OMol25 structures with the same formula, charge and spin: 6.218 eV
LUMO energy: 3.35 eV
Highest occupied orbital energy: 0.0679 Eh